Density functional theory data (the ωB97M-V functional and the def2-TZVPD basis) for a structure of composition C25H43F3P2Pt at a distorted geometry.

As for the total charge: +2. The value obtained for the maximum force is 0.0625 Eh/bohr. For the gap between HOMO and LUMO (alpha / beta), the calculation gives 7.075 / 5.221 eV. The spin multiplicity is 5.

Last column: Mulliken charge in e.
Geometry (Å):
Pt (1.797, -1.046, 0.837)  0.148
C (1.332, 4.003, -1.004)  0.971
C (0.922, 3.463, -2.254)  0.362
C (-0.952, 4.121, -1.108)  0.762
C (0.178, 4.428, -0.304)  0.589
C (-0.498, 3.513, -2.310)  0.602
C (2.704, 4.082, -0.472)  -1.671
H (3.405, 3.498, -1.080)  0.405
H (2.743, 3.682, 0.553)  0.355
H (3.054, 5.124, -0.424)  0.414
C (0.169, 5.079, 1.018)  -1.440
H (0.763, 4.500, 1.730)  0.307
H (-0.847, 5.143, 1.412)  0.422
H (0.588, 6.093, 0.986)  0.357
C (-2.352, 4.382, -0.723)  -1.618
H (-2.524, 5.453, -0.529)  0.402
H (-2.609, 3.844, 0.205)  0.352
H (-3.049, 4.067, -1.512)  0.395
C (-1.350, 3.085, -3.439)  -1.593
H (-1.648, 3.924, -4.083)  0.324
H (-2.271, 2.628, -3.063)  0.329
H (-0.819, 2.365, -4.071)  0.425
C (1.833, 3.004, -3.324)  -1.459
H (2.286, 3.851, -3.868)  0.372
H (1.294, 2.398, -4.062)  0.353
H (2.658, 2.413, -2.901)  0.342
C (1.109, -3.438, 2.007)  -0.554
C (2.439, -2.730, 1.699)  -0.073
C (3.422, -3.417, 0.739)  -1.124
C (3.223, -3.048, -0.768)  -1.066
C (2.107, -2.062, -0.961)  -0.881
C (0.773, -2.374, -0.507)  -0.037
C (0.413, -3.873, -0.373)  -0.664
C (0.783, -4.505, 0.973)  -1.412
H (3.479, -4.504, 0.878)  0.318
H (3.083, -3.936, -1.398)  0.398
H (4.424, -3.042, 0.994)  0.369
H (1.653, -5.161, 0.824)  0.402
H (1.183, -3.869, 3.013)  1.011
H (2.930, -2.522, 2.660)  0.676
H (-0.019, -5.147, 1.354)  0.558
H (-0.661, -4.016, -0.557)  0.047
H (-0.060, -1.760, -0.892)  0.484
H (0.902, -4.441, -1.191)  0.578
H (4.135, -2.576, -1.161)  0.373
H (2.146, -1.402, -1.829)  0.907
P (-0.532, -2.332, 2.204)  0.963
P (-3.066, -0.713, -0.277)  0.549
C (-2.193, -2.958, 1.595)  -1.065
C (-2.912, -2.469, 0.310)  -1.238
H (-2.862, -2.766, 2.450)  0.544
H (-2.059, -4.055, 1.546)  0.567
H (-2.476, -2.996, -0.555)  0.282
H (-3.961, -2.765, 0.435)  0.723
C (-4.147, 0.097, 0.959)  -1.103
H (-4.100, 1.192, 0.809)  0.293
H (-3.752, -0.113, 1.963)  0.348
H (-5.193, -0.230, 0.887)  0.379
C (-4.133, -0.971, -1.757)  -1.337
H (-4.937, -1.695, -1.581)  0.399
H (-3.501, -1.356, -2.570)  0.354
H (-4.583, -0.027, -2.081)  0.402
C (-0.789, -2.636, 3.990)  -1.524
H (-0.107, -1.974, 4.529)  0.408
H (-0.584, -3.678, 4.263)  0.445
H (-1.819, -2.387, 4.253)  0.499
C (2.454, 0.451, -0.422)  -1.539
H (1.650, 0.648, -1.137)  0.470
H (3.328, 0.101, -0.994)  0.552
H (2.686, 1.392, 0.072)  0.418
F (1.709, 0.557, 3.254)  -0.281
C (0.981, 0.440, 2.091)  0.396
F (-0.338, 0.271, 2.508)  -0.214
F (0.970, 1.703, 1.542)  -0.212